{"formula": "C10H12BBa3Br6O8", "method": "ωB97M-V with the def2-TZVPD basis set", "elements": ["Ba", "Ba", "Ba", "O", "C", "O", "B", "O", "C", "O", "O", "C", "O", "C", "O", "O", "Br", "C", "C", "Br", "H", "H", "H", "H", "Br", "C", "C", "Br", "H", "H", "H", "H", "Br", "C", "C", "Br", "H", "H", "H", "H"], "xyz": [[-4.8519, -4.1785, -3.5757], [-1.7121, 0.7560, -6.9233], [4.6058, -4.3991, -0.5720], [-2.1482, 0.4792, -4.3527], [-1.7694, -0.1782, -3.4691], [-0.5093, -0.2302, -2.9520], [-0.4931, -1.1736, -1.8709], [-1.8607, -1.8566, -1.9580], [-2.5639, -1.3318, -2.7247], [-3.7279, -1.6429, -2.9228], [-0.1593, -0.5883, -0.5577], [0.7844, -1.2196, 0.0531], [1.2548, -1.0329, 1.2436], [1.2159, -2.3477, -0.9065], [0.5395, -2.2367, -2.0266], [2.1167, -3.1472, -0.6153], [-3.3420, 2.1384, 0.5050], [-4.5492, 0.8238, -0.3627], [-4.7585, -0.3216, 0.5296], [-5.2953, 0.0194, 2.3349], [-4.0338, 0.5315, -1.2777], [-5.4940, 1.3186, -0.5878], [-3.8000, -0.7946, 0.7432], [-5.3736, -1.0373, -0.0160], [4.7652, -1.7148, 1.2635], [4.4372, -0.1527, 2.4110], [5.5192, -0.0469, 3.5086], [4.9450, 1.5754, 4.4061], [3.4561, -0.2750, 2.8698], [4.3986, 0.7357, 1.7806], [6.4803, 0.1040, 3.0171], [5.4834, -0.8715, 4.2205], [2.2972, 2.0621, -0.5720], [1.1523, 3.1371, 0.5594], [0.5125, 2.3532, 1.7237], [-0.6560, 3.7040, 2.6180], [0.4057, 3.5685, -0.1074], [1.7477, 3.9926, 0.8783], [1.1205, 1.8370, 2.4667], [-0.1399, 1.6414, 1.2179]], "atomic_forces_ev_per_a": [[0.064, 0.723, 0.135], [-0.173, 0.175, 0.066], [-0.664, 0.875, 0.567], [-0.821, 2.208, -3.106], [2.467, -2.945, 3.735], [-2.250, 0.648, -1.247], [1.459, -0.534, 1.418], [6.454, -3.584, 6.453], [-5.252, 4.087, -5.228], [-1.045, -0.499, -1.178], [-1.758, 0.824, -0.864], [2.589, -0.093, 6.044], [-2.345, -0.935, -6.337], [1.623, -0.268, 0.922], [0.341, -0.574, 0.332], [-0.816, 0.354, -1.354], [-0.250, -0.271, -0.573], [0.250, 1.738, 0.198], [1.172, -1.456, 0.383], [-0.768, 0.129, -0.003], [-0.217, -0.034, 0.007], [0.234, 0.226, -0.079], [0.085, -0.196, -0.457], [-0.452, -0.123, 0.498], [0.224, -0.787, -0.675], [-0.126, 1.001, 1.751], [-0.833, 0.191, -1.174], [0.271, -0.140, 0.053], [0.014, -0.425, -0.322], [0.264, -0.364, -0.300], [0.086, -0.015, 0.548], [0.179, 0.148, -0.187], [0.263, -0.425, -0.136], [0.010, 0.707, 0.956], [-0.847, 0.807, -1.242], [0.553, -0.826, -0.276], [-0.172, -0.394, 0.185], [0.180, -0.300, 0.171], [0.221, 0.479, -0.247], [-0.216, -0.134, 0.564]], "spin_multiplicity": 2, "homo_lumo_gap_ev": [2.9, 5.8], "total_charge": 4, "energy_ha": -16534.42430, "lumo_energy_ev": [-11.225, -10.627]}